Entry from OMol25: an isolated molecule of C4H4N2O2 in a non-equilibrium geometry (ωB97M-V with the def2-TZVPD basis set).

ORCA input file:
```
! RIJCOSX wB97M-V def2-TZVPD def2/J DEFGRID3
* xyz 0 1
C -0.070 0.656 -0.027
C -2.190 -0.332 0.331
C 0.626 -0.456 -0.046
C 2.029 -0.517 0.036
H -0.286 2.823 0.103
H 1.553 2.148 -0.267
H -3.165 0.216 1.032
H 0.107 -1.527 0.056
N 0.456 1.952 -0.208
N 3.247 -0.962 0.154
O -1.301 0.779 0.055
O -2.011 -1.616 -0.343
*
```

Computed properties:
DFT total energy ... -11281.5526 eV
Energy above the lowest of the compared OMol25 structures with the same formula, charge and spin ... 6.987 eV

Entry from OMol25: a cluster of 2 separate species, C3H5ClS in total in a non-equilibrium geometry (ωB97M-V with the def2-TZVPD basis set).

ORCA input file:
```
! RIJCOSX wB97M-V def2-TZVPD def2/J DEFGRID3
* xyz 0 1
C -0.455 1.043 -0.303
C 0.440 1.377 -1.202
C -1.513 0.881 0.447
S 1.364 -2.011 0.396
Cl -2.122 -0.778 0.583
H 0.452 -2.476 1.214
H 0.203 1.689 -2.123
H 1.531 1.514 -0.863
H -2.155 1.597 0.974
H 2.255 -2.837 0.877
*
```

Computed properties:
DFT total energy ... -26547.3220 eV
Energy above the lowest of the compared OMol25 structures with the same formula, charge and spin ... 1.650 eV

Entry from OMol25: a cluster of 3 separate species, C3H13NO3 in total in a non-equilibrium geometry (ωB97M-V with the def2-TZVPD basis set).

ORCA input file:
```
! RIJCOSX wB97M-V def2-TZVPD def2/J DEFGRID3
* xyz 0 1
C -1.809 -0.812 -1.749
N -0.446 -0.362 -1.677
C 0.306 -0.941 -0.553
C 1.586 -0.289 -0.071
O 1.396 1.080 0.245
H -2.420 -0.664 -0.855
H -1.953 -1.844 -2.078
H -2.287 -0.129 -2.466
H 0.068 -0.572 -2.524
H -0.389 -0.847 0.297
H 0.424 -2.012 -0.781
H 1.984 -0.870 0.764
H 2.380 -0.283 -0.829
H 0.636 1.136 0.811
H 3.114 1.647 3.163
H 2.684 1.512 1.697
O 2.684 1.056 2.553
H -2.560 1.466 0.711
H -3.013 0.983 2.022
O -2.385 0.745 1.319
*
```

Computed properties:
DFT total energy ... -10953.6097 eV
Energy above the lowest of the compared OMol25 structures with the same formula, charge and spin ... 1.162 eV

Entry from OMol25: a cluster of 2 separate species, C4H3BrClO2 in total in a non-equilibrium geometry (ωB97M-V with the def2-TZVPD basis set).

ORCA input file:
```
! RIJCOSX wB97M-V def2-TZVPD def2/J DEFGRID3
* xyz -1 1
C -0.550 -0.927 -1.845
C 1.043 0.196 0.620
C -0.343 0.267 1.168
C -0.107 0.609 -0.258
O -1.423 -0.470 -2.483
O 0.235 -1.759 -1.584
Cl -0.236 2.361 -0.587
Br -1.269 -1.389 1.618
H 1.766 0.902 1.019
H 1.460 -0.780 0.392
H -0.575 0.991 1.938
*
```

Computed properties:
DFT total energy ... -90856.8062 eV
Energy above the lowest of the compared OMol25 structures with the same formula, charge and spin ... 0.342 eV